This record from OMol25 describes C6H7N2O2 as an isolated structure in a non-equilibrium geometry. The level of theory is the ωB97M-V functional and the def2-TZVPD basis.

The HOMO-LUMO gap (alpha / beta) is 9.06 / 9.06 eV. As for the energy above the lowest of the compared OMol25 structures with the same formula, charge and spin: 129.6 kcal per mole. The calculation puts the HOMO energy (alpha / beta) at -14.9492 / -14.9494 eV.

The geometry in ORCA input format:
```
! wB97M-V def2-TZVPD RIJCOSX def2/J DEFGRID3
* xyz 1 1
C -1.4270 0.4009 0.9350
C -0.1465 0.6231 1.1592
C -0.9387 0.0735 -1.5691
C 1.0454 -1.4335 -0.0207
C 2.2535 0.8144 0.3446
C -1.9411 -0.2945 -0.3442
N 0.2865 0.2778 -1.4615
N 0.9240 0.1115 0.3165
O 0.2610 -2.2043 0.2709
O 3.1561 0.7154 -0.4272
H -2.2358 0.8363 1.3860
H 0.3244 1.1419 1.9365
H -1.3818 0.4579 -2.5746
H 2.1178 -1.4491 -0.3195
H 2.4904 1.2826 1.3833
H -1.8361 -1.3224 -0.2556
H -2.9522 -0.0315 -0.7596
*
```

=====

This record from OMol25 describes a single C6H7N2O2PS molecule in a non-equilibrium geometry. The level of theory is the ωB97M-V functional and the def2-TZVPD basis.

The HOMO-LUMO gap (alpha / beta) is 6.57 / 6.57 eV. As for the energy above the lowest of the compared OMol25 structures with the same formula, charge and spin: 38.3 kcal per mole. The calculation puts the HOMO energy (alpha / beta) at -7.0505 / -7.0479 eV.

The geometry in ORCA input format:
```
! wB97M-V def2-TZVPD RIJCOSX def2/J DEFGRID3
* xyz 0 1
C 0.3829 0.3223 2.0320
C -1.4735 -0.8176 3.0673
C 1.3922 0.3667 0.9821
C -1.1082 -1.0660 0.7604
C -2.6377 -1.4438 0.9834
C 2.9236 1.8370 -0.1051
N -1.2337 -0.2992 4.2650
N -0.6182 -0.4991 2.0167
O 1.9738 -0.5878 0.4954
O 1.8007 1.6549 0.8280
P -0.1699 0.8161 4.5652
S -2.5745 -2.0986 2.7484
H -0.4593 -1.8865 0.4887
H -0.9039 -0.2519 -0.1221
H -3.4152 -0.6726 1.0674
H -2.8438 -2.2401 0.3950
H 3.3054 2.7995 -0.1210
H 2.5108 1.8016 -1.1123
H 3.4501 0.8856 0.0360
*
```

=====

This record from OMol25 describes an isolated ion of composition C6H7N2O2S and charge +1 in a non-equilibrium geometry. The level of theory is the ωB97M-V functional and the def2-TZVPD basis.

The HOMO-LUMO gap is 9.06 eV. As for the energy above the lowest of the compared OMol25 structures with the same formula, charge and spin: 13.9 kcal per mole. The calculation puts the HOMO energy at -13.6145 eV.

The geometry in ORCA input format:
```
! wB97M-V def2-TZVPD RIJCOSX def2/J DEFGRID3
* xyz 1 1
C 1.4189 2.1731 -0.2166
C 2.0777 0.8760 -0.2051
C -0.1243 0.4403 0.0722
C 1.7430 -1.3965 0.0020
C 3.0672 -1.3913 -0.2124
C -1.5157 -0.1674 -0.1198
N 1.1118 -0.1026 -0.0237
N 0.1130 1.7957 -0.0622
O 4.4827 0.5460 0.9774
O -2.5069 0.7424 0.1709
S 3.8433 0.2481 -0.3421
H 1.7013 3.0894 -0.4795
H 1.2883 -2.3434 -0.1506
H 3.5852 -2.3019 -0.0329
H -1.5630 -0.5267 -1.2451
H -1.5817 -1.0792 0.5250
H -0.6550 2.5362 0.0677
H -3.0172 0.4672 0.9880
*
```

=====

This record from OMol25 describes an isolated ion of composition C6H7N2OS and charge +1 in a non-equilibrium geometry. The level of theory is the ωB97M-V functional and the def2-TZVPD basis.

The HOMO-LUMO gap (alpha / beta) is 7.35 / 7.36 eV. As for the energy above the lowest of the compared OMol25 structures with the same formula, charge and spin: 156.0 kcal per mole. The calculation puts the HOMO energy (alpha / beta) at -13.3236 / -13.3250 eV.

The geometry in ORCA input format:
```
! wB97M-V def2-TZVPD RIJCOSX def2/J DEFGRID3
* xyz 1 1
C 0.5475 -1.2052 -2.0228
C -0.0027 -1.0445 -0.8169
C 1.1331 -0.0242 0.8437
C 2.2265 0.7058 0.9806
C 0.9816 0.9143 -1.4169
C -1.0118 0.9970 0.0277
N 1.3356 -0.0671 -2.2739
N 0.2710 0.2968 -0.2988
O 2.0311 0.0525 -3.2491
S 2.6904 1.7793 -0.2298
H 0.6910 -2.0480 -2.6805
H -0.6793 -1.6914 -0.1907
H 0.8276 -0.5582 1.7739
H 3.0349 0.4251 1.5781
H -0.6655 1.9086 0.3793
H -1.6453 1.0475 -0.9285
H -1.7137 0.4175 0.5686
*
```